[1]
Formula: C9H18O2P
Source: the OMol25 dataset
Level of theory: wB97M-V/def2-TZVPD

Structure (ORCA input):
```
! RIJCOSX wB97M-V def2-TZVPD def2/J DEFGRID3
* xyz -1 1
C -0.03839 -2.24646 0.30440
C 0.75526 -1.37508 -0.20580
C 1.93061 -1.77546 -1.07394
C 0.59093 0.05448 0.31321
C 1.80714 0.88579 -0.16379
C 0.52776 0.00245 1.92590
C -0.76368 0.77688 -0.19215
C -0.83644 0.79365 -1.69245
C -0.99580 2.08968 0.68182
P -2.36184 -0.08415 0.26572
O -2.47348 -0.60980 1.62616
O -3.44297 0.74463 -0.30852
H 0.00120 -3.29537 0.09761
H -0.96642 -1.84609 0.77358
H 2.78988 -2.15753 -0.58043
H 2.23196 -0.92858 -1.69649
H 1.43680 -2.52328 -1.76529
H 1.90591 0.98995 -1.20691
H 2.80866 0.46828 0.05425
H 1.70349 1.87691 0.23422
H 1.06279 -0.89399 2.19670
H -0.45409 -0.12441 2.29472
H 1.19340 0.79504 2.23475
H -0.03977 1.34295 -2.15150
H -1.81859 1.17839 -1.93893
H -0.93920 -0.27594 -1.93717
H -1.05461 2.99319 -0.00306
H -0.26586 2.16715 1.45570
H -2.03814 2.04963 1.18833
H -2.25651 -1.07290 -0.73063
*
```

The relative energy (zero: lowest compared OMol25 entry of this formula, charge and spin) comes out at 14.4 kcal per mole. The SMILES is C=C(C)C(C)(C)C(C)(C)[P@@H](=O)[O-]. The value obtained for the max |F| is 0.0678 Eh/bohr. Its frontier orbital gap is 7.8 eV. The lowest unoccupied orbital energy comes out at 3.2793 eV.

Löwdin atomic charge list, values in e, 8 entries: 0.007 -0.355 -0.059 -0.408 -0.075 -0.036 -0.498 -0.110



[2]
Formula: C9H19BN2OP
Source: the OMol25 dataset
Level of theory: wB97M-V/def2-TZVPD

Structure (ORCA input):
```
! RIJCOSX wB97M-V def2-TZVPD def2/J DEFGRID3
* xyz 1 1
C 0.22748 -2.96706 2.82586
P -0.61503 -2.44548 1.54049
C -0.10599 -0.56747 1.25374
C 1.25785 -0.15272 1.87790
C -1.31194 0.33127 1.76546
O -1.33087 1.60959 1.24319
B -0.67057 1.88577 0.10992
C -0.89472 3.30820 -0.57789
N 0.06139 0.85188 -0.60491
C 0.70043 0.98108 -1.93577
C 0.92285 -0.53423 -2.42503
C 0.85489 -1.30853 -1.10681
C -0.14411 -0.44086 -0.25752
N -1.51073 -1.04935 -0.85683
H 0.17732 -3.95706 3.22105
H 0.72987 -2.31478 3.53314
H 1.98571 -0.87820 1.58507
H 1.04494 -0.08740 2.90801
H 1.49179 0.80026 1.37657
H -2.26300 -0.11023 1.57770
H -1.45523 0.46762 2.87814
H -1.60271 3.92089 0.05946
H -1.43908 2.89156 -1.37020
H 0.01843 3.87805 -0.82000
H 1.77891 1.29087 -1.79317
H 0.08368 1.53130 -2.56378
H 1.86534 -0.74300 -2.93164
H 0.07863 -0.85651 -2.97933
H 0.45666 -2.28505 -1.15593
H 1.88976 -1.20037 -0.69821
H -2.35609 -0.38998 -0.92851
H -1.69119 -1.86080 -0.29410
H -1.21615 -1.11004 -1.85817
*
```

The relative energy (zero: lowest compared OMol25 entry of this formula, charge and spin) comes out at 0.0 kcal per mole. The SMILES is C=P[C@]1(C)COB(C)N2CCC[C@]21[NH3+]. The value obtained for the max |F| is 0.0819 Eh/bohr. Its frontier orbital gap is 9.8 eV. The lowest unoccupied orbital energy comes out at -3.4318 eV.

Löwdin atomic charge list, values in e, 8 entries: -0.288 1.040 -0.494 -0.017 -0.178 0.120 -0.569 0.035



[3]
Formula: C9H19CeClINO3P
Source: the OMol25 dataset
Level of theory: wB97M-V/def2-TZVPD

Structure (ORCA input):
```
! RIJCOSX wB97M-V def2-TZVPD def2/J DEFGRID3
* xyz 2 2
C 4.14626 2.98102 -3.58803
C 3.74656 3.40260 -2.25514
H 4.90162 3.76294 -3.84375
H 3.28566 3.04531 -4.30835
H 4.63481 1.96892 -3.57744
O 3.16638 3.22467 -1.24581
I 2.08325 -1.22696 -3.14991
Ce 0.74517 -0.13244 -0.74723
P -1.98332 1.30949 -0.64007
C -2.90225 2.43620 0.44239
C -1.55203 2.43366 -2.02730
H -2.97919 -0.33831 -2.09080
H -3.94877 1.17233 -2.03221
H -4.01697 -0.00108 -0.67588
C -3.37717 0.44809 -1.44204
H -0.86394 1.94713 -2.73733
H -2.50103 2.66290 -2.53249
H -3.63332 3.00458 -0.14846
H -2.20932 3.13010 0.93169
H -1.10804 3.35663 -1.62889
H -3.43666 1.84814 1.19845
C -0.39855 0.75921 1.74969
O -0.72443 0.87659 2.84988
Cl -1.02000 -1.86690 -1.46212
C 2.21408 -3.51228 2.77454
N 0.77531 -3.22630 2.64144
C -0.19061 -3.98811 3.45743
C 0.33189 -2.31526 1.78968
O 1.10905 -1.61214 1.05652
H 2.26652 -4.30923 3.51358
H 2.79127 -2.66072 3.15662
H 2.66940 -3.87264 1.84230
H -0.73048 -3.30862 4.14202
H -0.91099 -4.51214 2.80260
H 0.38111 -4.71511 4.04462
H -0.76127 -2.17226 1.73981
*
```

The expectation value of S² is 0.7510. The value obtained for the max |F| is 0.1519 Eh/bohr. Its frontier orbital gap (alpha / beta) is 4.5 / 4.5 eV. The lowest unoccupied orbital energy (alpha / beta) comes out at -9.6360 / -9.6356 eV.

Löwdin atomic charge list, values in e, 8 entries: 0.071 0.109 0.144 0.165 0.161 0.326 0.236 0.136



[4]
Formula: C9H19Cl2I2O3P2Rh
Source: the OMol25 dataset
Level of theory: wB97M-V/def2-TZVPD

Structure (ORCA input):
```
! RIJCOSX wB97M-V def2-TZVPD def2/J DEFGRID3
* xyz 2 5
I 0.23785 -1.90693 -2.54033
I -0.31139 1.70682 -2.51447
Rh 0.00894 0.19866 -0.34480
P -2.34879 -0.16452 -0.32495
C -3.19652 1.35046 0.24704
C -3.07152 -0.62443 -1.92747
H -4.07645 -1.05642 -1.86033
H -3.81453 -1.84617 0.59933
H -2.42925 -1.40899 -2.34789
H -2.05736 -2.25802 0.76418
H -2.99906 2.19036 -0.43709
H -3.02877 0.24800 -2.58090
C -2.81214 -1.46002 0.86385
H -4.28571 1.20302 0.26312
H -2.80562 -1.09153 1.90412
H -2.84268 1.60031 1.26639
P 2.26973 -0.04098 -0.30144
C 3.08637 1.46852 0.29766
C 2.75213 -1.27302 0.92522
H 2.49181 -1.35182 -2.26663
H 4.12356 -0.98950 -1.79882
H 3.05910 0.29139 -2.53313
C 3.10961 -0.54072 -1.83725
H 2.16732 -2.16359 0.69456
H 3.82243 -1.53823 0.92520
H 4.18173 1.36520 0.33149
H 2.73395 1.69629 1.31437
H 2.43771 -0.96260 1.92490
H 2.82893 2.28890 -0.38473
C -0.16437 1.71396 0.84427
O -0.01775 2.80787 1.19126
Cl -1.03092 -2.04796 4.21599
C -0.16074 -0.54966 4.20216
Cl 1.58255 -0.68097 4.60649
C -0.22176 0.07700 2.78973
O -0.89405 1.14957 2.67645
O 0.24847 -0.66817 1.89213
H -0.57404 0.06505 5.00452
*
```

The relative energy (zero: lowest compared OMol25 entry of this formula, charge and spin) comes out at 11.7 kcal per mole. The expectation value of S² is 6.0186. The value obtained for the max |F| is 0.0896 Eh/bohr. Its frontier orbital gap (alpha / beta) is 6.6 / 4.5 eV. The lowest unoccupied orbital energy (alpha / beta) comes out at -8.3737 / -11.1524 eV.

Löwdin atomic charge list, values in e, 8 entries: 0.739 0.754 0.187 0.740 -0.212 -0.273 0.084 0.080



[5]
Formula: C9H19Cl2LaNO3P
Source: the OMol25 dataset
Level of theory: wB97M-V/def2-TZVPD

Structure (ORCA input):
```
! RIJCOSX wB97M-V def2-TZVPD def2/J DEFGRID3
* xyz 2 1
C 0.06595 5.03468 3.73388
C 0.26017 3.73302 3.02152
H 0.49699 5.85173 3.15256
H 0.55461 5.03645 4.71820
H -1.00660 5.25380 3.86276
O 0.67759 3.51472 1.87887
Cl -0.25210 2.34019 4.00819
La 0.38199 0.53716 0.97326
P -1.67497 0.66730 -0.99270
C -2.07419 1.08026 -2.72968
C -3.01116 -0.54928 -0.81102
H -2.60692 1.99925 0.84478
H -3.56083 2.02902 -0.69517
H -2.06768 3.01605 -0.45575
C -2.55418 2.06879 -0.23845
H -3.08996 -0.89002 0.21678
H -3.93005 -0.04242 -1.16003
H -3.18294 1.25757 -2.74535
H -1.78482 0.25923 -3.39956
H -2.79797 -1.43662 -1.40157
H -1.51568 1.96100 -3.06981
C 1.04776 0.65286 -1.80258
O 1.14142 0.50237 -2.95555
Cl -1.36037 -0.71450 2.41260
C 1.58584 -4.54586 -0.57744
N 2.54021 -3.42897 -0.54316
C 3.95763 -3.78624 -0.69484
C 2.30205 -2.15298 -0.30209
O 1.25313 -1.61128 0.29270
H 2.20649 -5.43489 -0.70447
H 0.91129 -4.49310 -1.44327
H 1.04113 -4.62574 0.37021
H 4.38163 -3.29276 -1.57863
H 4.49612 -3.45651 0.20492
H 4.01594 -4.86681 -0.80106
H 3.15247 -1.46750 -0.58902
*
```

The relative energy (zero: lowest compared OMol25 entry of this formula, charge and spin) comes out at 21.7 kcal per mole. The value obtained for the max |F| is 0.1068 Eh/bohr. Its frontier orbital gap is 9.3 eV. The lowest unoccupied orbital energy comes out at -7.2111 eV.

Löwdin atomic charge list, values in e, 8 entries: -0.049 -0.769 0.102 0.108 0.115 -0.081 0.676 1.552



[6]
Formula: C9H19ClSi
Source: the OMol25 dataset
Level of theory: wB97M-V/def2-TZVPD

Structure (ORCA input):
```
! RIJCOSX wB97M-V def2-TZVPD def2/J DEFGRID3
* xyz 0 1
C 0.09193 0.67245 -1.67967
C 0.05438 0.10275 -0.49008
C 1.20237 1.74521 -1.89481
C -0.71279 0.29803 -2.83441
C -2.88044 -0.66497 -0.24192
C 0.15060 1.25390 2.40309
C 2.72157 0.31727 1.30965
C 0.45730 -1.77485 2.01509
C -1.73033 -1.48930 -0.52520
Si 0.83403 -0.02397 1.16701
Cl -2.06009 -2.36760 -2.06705
H 0.92175 2.42854 -2.68288
H 2.20165 1.29990 -2.08798
H 1.50240 2.34596 -0.98323
H -0.77474 1.13788 -3.56459
H -0.16902 -0.63691 -3.32806
H -1.58191 -0.04551 -2.55619
H -2.81801 0.25150 -0.73430
H -3.78312 -1.14897 -0.70816
H -3.02756 -0.52240 0.78764
H 0.16661 2.19700 1.88068
H -0.83356 1.11725 2.71548
H 0.79960 1.22956 3.35226
H 3.30519 -0.32528 0.72226
H 3.14084 1.28399 1.12555
H 2.86628 0.10647 2.38711
H 1.26525 -2.11969 2.68173
H -0.44080 -1.83298 2.61962
H 0.42316 -2.59022 1.19897
H -1.29255 -2.24500 0.01240
*
```

The relative energy (zero: lowest compared OMol25 entry of this formula, charge and spin) comes out at 89.9 kcal per mole. The value obtained for the max |F| is 0.1212 Eh/bohr. Its frontier orbital gap (alpha / beta) is 8.4 / 8.4 eV. The lowest unoccupied orbital energy (alpha / beta) comes out at 0.4089 / 0.4093 eV.

Löwdin atomic charge list, values in e, 8 entries: -0.410 -0.033 -0.057 -0.106 -0.201 -0.191 -0.179 -0.184